one | Molecular formula: C3H12N2O2
Method: DFT, ωB97M-V with the def2-TZVPD basis set

The HOMO-LUMO gap comes out at 8.958 eV. For the LUMO energy, the calculation gives 0.5 eV.

```
19
Properties=species:S:1:pos:R:3:nbo_charge:R:1
N -1.5409 1.7880 -0.5858 -0.961
C -0.7022 1.2999 -1.8005 -0.019
N -0.4631 -0.0678 -1.8445 -0.660
C 0.6379 -0.5161 -1.2361 -0.195
C 0.4008 -0.7446 0.3703 -0.098
O 1.6300 -1.5009 0.7452 -0.728
H -0.8873 2.1670 0.1250 0.354
H -2.4228 1.4983 -0.0518 0.394
H 0.2882 1.9303 -1.5822 0.183
H -1.0585 1.7094 -2.8048 0.187
H -1.4141 -0.5451 -1.7137 0.376
H 1.4510 0.2633 -1.1130 0.184
H 0.9464 -1.3610 -1.7137 0.200
H -0.5160 -1.2685 0.5173 0.165
H 0.2597 0.1172 0.9256 0.156
H 2.1784 -0.7444 1.0666 0.459
O 0.3198 -1.3007 3.8612 -0.979
H 0.6073 -0.5353 3.3433 0.485
H 0.2855 -2.1889 3.4915 0.496
```

two | Molecular formula: C3H12N2O2
Method: DFT, ωB97M-V with the def2-TZVPD basis set

The HOMO-LUMO gap comes out at 9.492 eV. For the LUMO energy, the calculation gives 0.8 eV.

```
19
Properties=species:S:1:pos:R:3:nbo_charge:R:1
H 3.0213 -0.6878 -0.1123 0.359
N 2.2335 -1.0443 -0.6471 -0.833
C 1.4582 -0.1115 -1.0858 0.314
N 0.1144 -0.1549 -1.1596 -0.598
C -0.6334 1.1223 -1.2154 -0.207
C -1.1082 1.5822 0.1614 -0.628
H 1.8635 0.7350 -1.6741 0.136
H -0.3394 -0.8466 -0.5757 0.422
H -1.4707 0.9850 -1.8836 0.202
H 0.1290 1.8402 -1.5396 0.192
H -1.9291 1.0194 0.6078 0.230
H -1.3483 2.6434 0.0948 0.212
H -0.2843 1.4663 0.8637 0.206
O 0.7138 -0.9076 1.9361 -0.973
H 1.1297 -0.5655 1.1150 0.488
H 1.3482 -1.5968 2.1768 0.481
O -1.6533 -1.6585 0.6247 -0.987
H -2.2904 -2.2640 1.0131 0.479
H -0.9544 -1.5564 1.2998 0.504
```

Energy ordering: two at the bottom, the next structure 57.6 kcal/mol above.

one | Molecular formula: C3H10FN3
Method: DFT, ωB97M-V with the def2-TZVPD basis set

The HOMO-LUMO gap comes out at 10.500 eV. For the LUMO energy, the calculation gives 1.1 eV.

```
17
Properties=species:S:1:pos:R:3:nbo_charge:R:1
C -2.8559 -0.1127 -0.2845 -0.597
C 3.0852 0.1824 0.1218 -0.444
C -1.6642 0.0409 0.6812 -0.217
N 1.7568 0.4186 -0.3432 -0.403
N -0.5242 0.5807 -0.0312 -0.384
N 0.6826 0.1377 0.4043 0.227
F 0.6660 -1.6016 0.0212 -0.615
H -2.5168 -0.5244 -1.2264 0.211
H -3.4688 -0.7984 0.0545 0.212
H -3.3495 0.7515 -0.3955 0.202
H 3.4398 -0.7863 -0.3462 0.205
H 3.8477 0.9864 -0.0620 0.213
H 2.8972 -0.2362 1.1484 0.242
H -1.7307 0.8044 1.4481 0.199
H -1.5174 -0.8854 1.1293 0.229
H 1.7428 0.2201 -1.3104 0.358
H -0.4906 0.8223 -1.0095 0.360
```

two | Molecular formula: C3H10FN3
Method: DFT, ωB97M-V with the def2-TZVPD basis set

The HOMO-LUMO gap comes out at 8.754 eV. For the LUMO energy, the calculation gives 0.7 eV.

```
17
Properties=species:S:1:pos:R:3:nbo_charge:R:1
C -1.8485 1.4239 -0.3019 -0.672
C 2.8278 -1.1199 0.0207 -0.410
C -2.7046 0.3185 0.1977 -0.050
N 2.2018 0.1954 0.0066 -0.833
N -2.2771 -0.9131 0.1309 -0.246
N -1.1301 -1.2885 -0.3496 -0.055
F -1.0797 -2.6920 -0.2340 -0.287
H -2.3477 2.3821 -0.1974 0.228
H -0.9031 1.4483 0.2414 0.230
H -1.5999 1.2561 -1.3513 0.233
H 3.7328 -1.0828 -0.5839 0.186
H 3.1071 -1.3624 1.0473 0.186
H 2.1812 -1.9213 -0.3593 0.172
H -3.6784 0.4884 0.6204 0.206
H 1.9162 0.4168 -0.9438 0.348
H 1.3501 0.1588 0.5607 0.349
H -2.8860 -1.6579 0.4832 0.416
```

Energy ordering: two at the bottom, the next structure 9.9 kcal/mol above.

one | Molecular formula: C3H2N2
Method: DFT, ωB97M-V with the def2-TZVPD basis set

The HOMO-LUMO gap (alpha / beta) comes out at 7.375 / 7.353 eV. For the LUMO energy (alpha / beta), the calculation gives -2.0 / -2.0 eV.

```
7
Properties=species:S:1:pos:R:3:nbo_charge:R:1
C -1.2435 -0.3699 0.6994 0.415
C 0.3719 0.6970 0.2009 0.143
C -0.7492 -1.2969 -0.1472 -0.184
N 0.3375 -0.5258 -0.4566 -0.537
N -0.6799 0.7731 0.9867 -0.480
H 0.8981 -0.8226 -1.2815 0.425
H 1.0650 1.5450 -0.0016 0.217
```

two | Molecular formula: C3H2N2
Method: DFT, ωB97M-V with the def2-TZVPD basis set

The HOMO-LUMO gap comes out at 9.694 eV. For the LUMO energy, the calculation gives -0.3 eV.

```
7
Properties=species:S:1:pos:R:3:nbo_charge:R:1
C 0.9250 -1.6197 -0.0059 -0.090
C 1.9190 -0.8124 0.0262 0.126
C 0.2821 -0.1578 -0.0081 -0.311
N 2.5411 0.3555 -0.0143 -0.166
N 1.5660 1.1019 0.0088 -0.032
H -0.4097 0.0066 -0.9166 0.255
H -0.1926 0.0016 0.8634 0.217
```

Energy ordering: one at the bottom, the next structure 30.5 kcal/mol above.

one | Molecular formula: C7H12O2
Method: DFT, ωB97M-V with the def2-TZVPD basis set

The HOMO-LUMO gap comes out at 9.853 eV. For the LUMO energy, the calculation gives 0.9 eV.

```
21
Properties=species:S:1:pos:R:3:nbo_charge:R:1
C 1.5319 1.0885 -0.5610 -0.618
C 0.3662 0.3918 0.1097 -0.052
C -0.3696 1.3156 1.1154 0.361
O -0.0627 0.9755 2.4263 -0.724
O -1.7553 1.2556 0.8683 -0.730
C 0.5871 -1.0380 0.5711 -0.292
C -0.8477 -1.4922 0.5274 -0.396
C -0.3016 -0.7188 -0.6272 0.011
C -0.3347 -1.0467 -2.0762 -0.614
H 2.1750 1.5463 0.1889 0.221
H 2.1280 0.3779 -1.1288 0.212
H 1.1741 1.8705 -1.2284 0.216
H -0.0079 2.3466 0.9716 0.138
H 0.0794 -0.0296 2.4372 0.484
H -2.2028 1.7435 1.5696 0.476
H 1.4934 -1.6063 0.6329 0.228
H -1.5713 -1.0409 1.1926 0.215
H -1.0237 -2.5484 0.3517 0.207
H 0.5092 -0.6049 -2.6018 0.215
H -0.3154 -2.1268 -2.2191 0.217
H -1.2517 -0.6593 -2.5203 0.224
```

two | Molecular formula: C7H12O2
Method: DFT, ωB97M-V with the def2-TZVPD basis set

The HOMO-LUMO gap comes out at 7.551 eV. For the LUMO energy, the calculation gives 0.1 eV.

```
21
Properties=species:S:1:pos:R:3:nbo_charge:R:1
C -0.4869 -0.5642 -0.5744 0.342
C 0.4497 0.7981 0.3964 -0.164
C -0.1527 -0.7009 -2.0341 -0.644
C 0.4706 0.4037 1.8592 -0.649
C 1.8311 0.7218 -0.2400 -0.631
C -1.5655 0.3208 -0.1670 -0.455
O -0.3355 -1.7401 0.0768 -0.690
C -2.6917 -0.2774 0.5148 0.514
O -2.7698 -1.0869 1.3983 -0.542
H -0.8528 -1.7206 0.9125 0.500
H 0.0851 1.8189 0.2886 0.210
H -1.7621 1.1832 -0.7855 0.238
H -0.1153 0.2669 -2.5273 0.219
H -0.9368 -1.3011 -2.5021 0.235
H 0.7973 -1.2182 -2.1573 0.228
H 2.5218 1.3416 0.3384 0.211
H 1.0932 1.1127 2.4103 0.221
H 0.8974 -0.5907 1.9925 0.215
H -0.5236 0.4168 2.3015 0.224
H 1.8378 1.1164 -1.2547 0.210
H 2.2086 -0.3007 -0.2468 0.211
```

three | Molecular formula: C7H12O2
Method: DFT, ωB97M-V with the def2-TZVPD basis set

The HOMO-LUMO gap comes out at 9.566 eV. For the LUMO energy, the calculation gives 1.0 eV.

```
21
Properties=species:S:1:pos:R:3:nbo_charge:R:1
C 2.1415 0.2220 -0.0313 -0.090
C 0.7558 1.1028 -0.4253 -0.509
C -0.6887 0.9953 0.0516 -0.266
C -1.4998 -0.0790 -0.7688 -0.414
C -0.9691 -1.5850 -0.4446 -0.426
C 0.4494 -1.0993 0.0119 0.360
O 1.8993 -1.2891 -0.1837 -0.527
O 0.2997 -0.8044 1.3060 -0.534
C -0.6572 0.1705 1.4638 -0.073
H 2.3990 0.2424 1.1207 0.201
H 2.9856 0.6333 -0.6468 0.199
H 0.8922 1.1438 -1.4321 0.224
H 1.2540 2.1288 -0.1936 0.204
H -1.2867 1.9742 0.0613 0.245
H -2.6293 0.0150 -0.5586 0.222
H -1.3815 -0.0550 -1.8329 0.202
H -0.9093 -1.9644 -1.3716 0.214
H -1.4349 -2.0804 0.4176 0.215
H 0.3013 -0.2623 -0.7007 0.188
H -1.5948 -0.2681 1.9460 0.183
H -0.3266 0.8589 2.2113 0.183
```

four | Molecular formula: C7H12O2
Method: DFT, ωB97M-V with the def2-TZVPD basis set

The HOMO-LUMO gap (alpha / beta) comes out at 6.859 / 7.311 eV. For the LUMO energy (alpha / beta), the calculation gives -1.3 / -1.0 eV.

```
21
Properties=species:S:1:pos:R:3:nbo_charge:R:1
C -1.9940 1.4596 -0.1493 -0.620
C -0.6953 0.6945 -0.3982 -0.262
C 0.4966 1.6464 -0.3642 -0.631
C -0.6579 -0.5467 0.8869 0.745
O -1.6316 -1.2930 0.8022 -0.623
O -0.4420 0.1426 2.0810 -0.788
H -2.8602 0.8024 -0.1121 0.235
H -1.9682 2.0135 0.7931 0.179
H -2.1441 2.2299 -0.9095 0.211
H -0.7835 0.1960 -1.3639 0.204
H 0.6461 2.0229 0.6491 0.212
H 0.3132 2.5254 -0.9889 0.210
H 1.3916 1.1741 -0.7685 0.204
H -0.9671 0.9479 2.1610 0.491
C 1.1885 -1.5921 0.8962 -0.601
C 1.3466 -1.7641 -0.4457 0.344
C 1.8169 -2.2670 -1.5360 -0.565
H 1.1314 -2.4844 1.5142 0.295
H 1.8359 -0.8423 1.3415 0.251
H 1.9825 -3.3365 -1.6321 0.263
H 1.9945 -1.7292 -2.4568 0.246
```

Energy ordering: one at the bottom, the next structure 38.2 kcal/mol above.

one | Molecular formula: C4H9N2S
Method: DFT, ωB97M-V with the def2-TZVPD basis set

The HOMO-LUMO gap comes out at 7.749 eV. For the LUMO energy, the calculation gives -5.3 eV. As for the charge: +1.

```
16
Properties=species:S:1:pos:R:3:nbo_charge:R:1
C -0.3298 -1.9821 0.5033 -0.749
C -0.8665 -0.8288 -0.1331 0.009
S -2.4129 -0.2687 -0.0732 0.129
C 0.4640 0.2668 -0.6810 -0.188
N 1.8485 -0.0457 -0.6756 -0.832
C 0.1927 1.5016 0.0456 0.284
N -0.9774 2.0946 0.3026 -0.628
H 0.2460 -1.7072 1.4047 0.281
H -1.2498 -2.7600 0.7611 0.275
H 0.3856 -2.4515 -0.1659 0.259
H -0.0469 0.3043 -1.7456 0.293
H 2.5331 0.3132 0.0172 0.415
H 2.0895 -0.7847 -1.2243 0.400
H 1.0412 1.9633 0.5291 0.223
H -1.0784 2.8426 0.9705 0.431
H -1.8389 1.5423 0.1645 0.399
```

two | Molecular formula: C4H9N2S
Method: DFT, ωB97M-V with the def2-TZVPD basis set

The HOMO-LUMO gap comes out at 10.824 eV. For the LUMO energy, the calculation gives -3.5 eV. As for the charge: +1.

```
16
Properties=species:S:1:pos:R:3:nbo_charge:R:1
C 0.9633 -0.9130 0.9347 0.357
C -0.1906 0.3815 -0.3523 0.085
C -1.0259 -0.2025 -1.4450 -0.658
C -0.3013 2.0448 -0.1833 -0.626
N -0.2707 -0.4032 0.8247 -0.570
N 1.5412 -1.8529 1.6436 -0.733
S 1.5696 -0.1728 -0.4910 0.360
H -0.7427 -1.1983 -1.7814 0.243
H -0.8512 0.3996 -2.3462 0.248
H -2.0660 -0.1363 -1.1737 0.238
H -0.4287 2.4572 0.7868 0.242
H -1.3051 2.3624 -0.7457 0.238
H 0.6065 2.5111 -0.7184 0.245
H -1.1306 -0.8380 1.2821 0.439
H 1.0770 -2.2408 2.3975 0.425
H 2.5552 -2.1989 1.3677 0.465
```

Energy ordering: two at the bottom, the next structure 43.7 kcal/mol above.

one | Molecular formula: C9H12
Method: DFT, ωB97M-V with the def2-TZVPD basis set

The HOMO-LUMO gap comes out at 10.379 eV. For the LUMO energy, the calculation gives 1.1 eV.

```
21
Properties=species:S:1:pos:R:3:nbo_charge:R:1
C 1.8920 -1.0518 0.9291 -0.219
C 0.7789 -1.6714 0.3596 -0.217
C -0.4974 -1.4083 0.8585 -0.215
C -0.6606 -0.5257 1.9269 -0.207
C 0.4524 0.0938 2.4964 -0.221
C 1.7288 -0.1692 1.9975 -0.219
H 2.8963 -1.2588 0.5365 0.216
H 0.9074 -2.3659 -0.4811 0.217
H -1.3732 -1.8958 0.4104 0.220
H -1.6649 -0.3187 2.3195 0.215
H 0.3240 0.7884 3.3371 0.216
H 2.6046 0.3183 2.4456 0.216
C -1.8382 0.4257 -2.6078 -0.420
C -0.5830 0.6707 -2.2222 -0.161
C -0.1888 1.7122 -1.2180 -0.653
H -2.0657 -0.3503 -3.3476 0.198
H -2.6772 0.9961 -2.1932 0.189
H 0.2280 0.0759 -2.6628 0.192
H -1.0808 2.2436 -0.8458 0.209
H 0.4931 2.4477 -1.6768 0.216
H 0.3242 1.2433 -0.3615 0.229
```

two | Molecular formula: C9H12
Method: DFT, ωB97M-V with the def2-TZVPD basis set

The HOMO-LUMO gap comes out at 9.415 eV. For the LUMO energy, the calculation gives 0.9 eV.

```
21
Properties=species:S:1:pos:R:3:nbo_charge:R:1
C -2.0763 1.7430 1.8261 -0.639
C -2.1059 0.8746 0.3793 -0.449
C -0.8591 0.1007 0.0036 0.027
C -0.6988 -1.2364 0.6376 -0.221
C 0.5404 -1.9176 0.3737 -0.169
C 1.4843 -1.3908 -0.3678 -0.261
C 1.3042 -0.0476 -0.8740 0.098
C 2.5164 0.4836 -1.7114 -0.550
C 0.2135 0.5803 -0.6246 -0.310
H -1.8000 2.8851 1.5198 0.211
H -0.8966 1.2525 2.3780 0.207
H -3.1213 1.6686 2.5821 0.236
H -2.8550 0.2392 0.8333 0.237
H -2.2976 1.8443 -0.4469 0.216
H -1.4422 -1.7083 1.1506 0.199
H 0.3725 -3.1476 0.6854 0.205
H 2.3660 -1.7356 -0.3815 0.192
H 2.7898 0.8644 -0.9992 0.190
H 2.8632 -0.2017 -2.2021 0.197
H 1.9061 1.3461 -2.2880 0.184
H 0.2035 1.5540 -0.6865 0.198
```

three | Molecular formula: C9H12
Method: DFT, ωB97M-V with the def2-TZVPD basis set

The HOMO-LUMO gap comes out at 9.793 eV. For the LUMO energy, the calculation gives 0.8 eV.

```
21
Properties=species:S:1:pos:R:3:nbo_charge:R:1
C -2.3086 -0.3311 0.3674 -0.538
C -0.9169 -0.2655 -0.3684 -0.131
C -0.2962 1.1571 -0.7666 -0.269
C 0.9500 1.4930 0.0776 -0.425
C 1.3926 -0.0070 0.3209 -0.244
C 1.4212 -0.6783 -1.2710 -0.394
C -0.0891 -0.2282 -1.5439 -0.210
C 0.0483 -0.7064 0.7254 0.020
C -0.1809 -0.8885 2.0022 -0.394
H -2.0097 0.9034 1.2271 0.233
H -3.1551 -0.2403 -0.5651 0.217
H -2.4285 -1.2776 0.7620 0.190
H -0.5799 2.0096 -1.5200 0.252
H 0.8922 2.2001 0.9395 0.232
H 1.9230 1.8789 -0.5565 0.203
H 2.3819 -0.3947 0.7512 0.236
H 2.0584 -0.1032 -1.9798 0.200
H 1.6866 -1.7074 -1.2939 0.207
H -0.4910 -0.5704 -2.4146 0.220
H -1.0886 -1.0834 2.4544 0.194
H 0.7905 -1.1602 2.6521 0.199
```

Energy ordering: one at the bottom, the next structure 147.7 kcal/mol above.